Arrangement w

Here is a cluster of 2 separate species, C6H10N2 in total from the Open Molecules 2025 dataset. Energies are from wB97M-V/def2-TZVPD.

Each line ends with the natural charge from an NBO analysis.
Element x y z (Å)
C (-0.16, -1.38, 1.58)  -0.618
C (-1.09, -0.38, 0.92)  -0.072
C (-1.94, 0.40, 1.91)  -0.618
C (-1.62, -0.65, -0.46)  -0.195
C (-0.69, 0.26, -0.38)  -0.175
H (-0.72, -2.15, 2.11)  0.203
H (0.49, -0.88, 2.29)  0.201
H (0.46, -1.87, 0.83)  0.210
H (-2.46, -0.28, 2.58)  0.202
H (-2.68, 1.00, 1.39)  0.210
H (-1.31, 1.06, 2.51)  0.202
H (-2.31, -1.22, -1.04)  0.218
H (-0.04, 0.95, -0.85)  0.229
N (2.84, 1.25, -3.87)  -0.729
C (2.78, 0.99, -2.70)  0.658
N (2.50, 0.52, -1.63)  -0.740
H (2.84, 2.15, -4.31)  0.405
H (3.10, 0.23, -0.89)  0.408

Calculated values
LUMO level ... 0.771 eV
Gap between HOMO and LUMO ... 9.927 eV
SMILES string ... CC1(C)C=C1.N=C=N
Molar mass ... 110.2 g/mol

Arrangement x

Here is a structure of composition C6H10N2 from the Open Molecules 2025 dataset. Energies are from wB97M-V/def2-TZVPD.

Each line ends with the natural charge from an NBO analysis.
Element x y z (Å)
C (-1.90, -0.65, -0.28)  -0.258
C (-0.46, -0.22, -0.26)  0.012
C (-0.01, 1.06, -0.19)  -0.269
C (1.47, 0.97, 0.02)  -0.078
C (1.57, -0.26, 1.00)  -0.430
C (1.07, -0.96, -0.22)  -0.089
H (-3.28, 0.90, -0.88)  0.360
H (-2.53, 0.79, 0.94)  0.370
H (-1.99, -1.43, 0.62)  0.183
H (-2.42, -1.08, -1.23)  0.216
H (-0.53, 1.98, -0.56)  0.229
H (2.14, 1.77, 0.24)  0.213
H (2.65, -0.33, 0.95)  0.179
H (1.26, -0.45, 2.10)  0.227
H (1.13, -2.06, -0.05)  0.209
H (2.90, -0.20, -1.07)  0.330
N (-2.87, 0.27, 0.10)  -0.832
N (1.78, -0.11, -1.24)  -0.574

Calculated values
LUMO level ... 0.998 eV
Gap between HOMO and LUMO ... 9.547 eV
Molar mass ... 110.2 g/mol

So which one is most stable? That would be arrangement w, about 0.0961 hartree below the next structure.